DFT (ωB97M-V with the def2-TZVPD basis set) results for 3 unconnected molecules or ions with the total composition C16H24ClN2O2.

- lowest unoccupied orbital energy (Ha) = 0.0966
- charge = -1
- energy (eV) = -36572.7111
- orbital gap (Eh) = 0.1980
- ΔE to the lowest compared entry with this formula, charge and spin (kcal per mole) = 151.7
- strongest force on any atom (eV/A) = 11.32

Geometry as XYZ:
```
45
Properties=species:S:1:pos:R:3:forces:R:3:nbo_charge:R:1
C 0.345141 -3.978352 -5.872827 0.91 -2.76 0.98 -0.397
N -0.210758 -3.142817 -4.777895 1.51 -3.48 -3.64 -0.441
C 0.014322 -1.801270 -4.893729 -1.64 2.45 4.41 -0.023
C -0.197438 -0.981791 -3.763799 -1.35 -2.86 -1.45 -0.262
C -0.563679 -1.682150 -2.444848 -0.47 2.34 -0.15 -0.161
C -0.420128 -3.138525 -2.467372 0.74 -2.07 2.10 -0.189
C -0.270224 -3.892447 -3.594304 0.10 1.88 3.15 -0.106
C -1.050107 -0.954892 -1.322352 1.59 -1.14 -1.10 -0.034
C -1.768334 0.343166 -1.370482 1.36 -1.91 -0.94 -0.300
C -2.247970 0.839642 -0.246145 -0.73 1.28 0.61 0.042
N -1.989537 0.323967 0.996078 1.25 -0.57 1.07 -0.422
C -1.179847 -0.842471 1.113914 0.38 -1.13 -0.54 -0.041
C -0.716175 -1.473409 0.016746 -0.22 -0.96 -0.84 -0.261
C -1.792059 1.378789 2.019881 10.33 -2.97 -2.60 -0.366
H 1.529655 -4.172852 -5.800734 -2.34 0.29 0.35 0.169
H 0.269572 -3.530381 -6.856909 -0.69 0.06 -0.08 0.197
H -0.205238 -5.086930 -5.780243 1.50 3.03 -0.66 0.199
H 0.009877 -1.328699 -5.848874 0.36 -0.26 -0.75 0.198
H -0.516619 0.037562 -4.004780 0.77 -0.12 0.54 0.204
H -0.401050 -3.760842 -1.454166 -0.29 1.62 -2.25 0.229
H -0.109798 -5.000216 -3.428621 -0.26 1.55 -1.28 0.232
H -1.913333 0.788845 -2.334709 -0.42 0.25 -0.17 0.207
H -2.897105 1.737935 -0.191077 0.62 -0.51 -0.28 0.186
H -0.943838 -1.439936 2.034874 -0.40 1.52 -0.12 0.283
H -0.058022 -2.428852 0.073251 -1.40 1.97 0.38 0.256
H -1.194287 0.884047 2.836515 -0.58 0.75 -0.71 0.213
H -2.622936 1.558729 2.316162 -10.18 2.80 4.08 0.155
H -1.248342 2.316396 1.713920 -0.37 -1.24 -0.10 0.207
Cl 0.734905 -3.349055 2.989938 -0.10 0.11 -0.04 -0.967
C 2.318610 -0.143723 2.569454 0.15 2.71 3.51 -0.237
O 1.772849 1.187471 2.433904 -1.27 1.35 -1.84 -0.569
C 1.662143 1.969717 3.567103 -0.26 -7.28 3.16 -0.069
C 1.396229 3.303350 3.503448 -4.56 5.01 2.94 -0.082
O 0.124265 3.714303 3.021588 -1.01 0.28 -0.34 -0.546
C 0.056620 5.127753 2.947496 -1.72 -0.02 -1.42 -0.260
H 1.542650 -0.842148 2.976531 1.03 0.15 -0.55 0.251
H 3.149647 0.164927 3.338698 -0.80 -1.94 -1.15 0.132
H 2.710283 -0.301356 1.606664 0.42 -1.01 -0.96 0.195
H 2.691383 1.909166 4.039128 -1.04 -0.08 0.53 0.172
H 0.788494 1.545032 4.259602 1.93 0.13 -0.78 0.151
H 2.066811 3.728960 2.925136 3.70 2.81 -2.66 0.162
H 1.257592 3.808892 4.547020 1.79 -1.28 -1.13 0.174
H -1.050070 5.421348 2.807532 1.77 -0.45 0.30 0.191
H 0.614791 5.448964 2.073228 -0.05 0.17 -0.56 0.165
H 0.511056 5.734154 3.726052 -0.09 -0.49 0.97 0.165
```
Forces are in eV/Å.

***

DFT (ωB97M-V with the def2-TZVPD basis set) results for 5 unconnected molecules or ions with the total composition C32H52IN3O16.

- lowest unoccupied orbital energy (Ha) = -0.0154
- energy (eV) = -79357.3106
- orbital gap (Eh) = 0.3220
- strongest force on any atom (eV/A) = 1.58

Geometry as XYZ:
```
104
Properties=species:S:1:pos:R:3:forces:R:3:mulliken_charge:R:1
C 3.296958 1.369741 -1.804296 0.39 -0.67 -0.83 -1.263
C 2.766106 -0.065099 -2.026806 0.07 0.08 1.04 -1.082
C 1.357687 -0.303113 -1.461546 0.39 -0.29 -1.38 -1.446
N 0.348307 0.070838 -2.461563 -0.06 0.30 0.90 0.576
C -0.833297 0.694116 -1.948749 -0.34 0.07 -0.12 -1.466
C -1.095700 2.015336 -2.354106 0.35 0.42 0.02 0.199
C -0.097829 2.657224 -3.287124 -0.84 -0.19 -1.33 -0.973
C -0.359592 2.257588 -4.756640 1.33 0.42 0.42 0.008
C 0.790429 1.672894 -5.491809 -1.08 0.59 0.59 -0.401
O -0.329433 0.897729 -5.064407 -0.33 -0.53 -0.29 -0.405
C -2.226894 2.715278 -1.901063 -0.08 0.14 0.01 0.446
C -2.595305 4.115209 -2.328955 -0.41 -0.28 0.15 -1.432
C -3.836796 4.212675 -3.237423 0.24 0.81 -0.07 -0.006
C -3.912849 5.592078 -3.931345 -0.51 -0.57 -0.01 -1.253
I -4.007542 2.616178 -4.677327 -0.09 0.03 0.09 0.013
C -3.049356 2.057637 -0.998460 0.01 -0.20 -0.26 0.823
C -2.795730 0.749564 -0.605145 -0.34 0.17 -0.15 0.452
C -1.714259 0.030761 -1.083135 0.37 -0.38 0.47 1.000
C -1.526557 -1.400064 -0.659372 -0.71 -0.49 -0.76 -0.341
C -2.581974 -2.296726 -1.364912 0.64 0.03 0.32 -0.258
O -2.460914 -3.616462 -0.838191 -0.06 0.17 -0.19 -0.573
C -2.442942 -2.277953 -2.877720 -0.78 0.25 -0.52 -0.155
N -3.728405 -2.657491 -3.499380 0.56 -0.34 0.29 -0.717
C -3.851922 0.353789 0.370165 0.24 0.12 0.30 -0.097
O -4.103457 -0.723785 0.837227 0.24 0.05 -0.15 -0.548
N -4.595944 1.530815 0.692374 0.31 0.06 -0.52 -0.167
C -4.286209 2.517344 -0.299790 0.07 -0.16 0.21 -0.084
O -4.979793 3.477532 -0.488588 0.29 0.29 0.11 -0.610
H 3.571351 1.801175 -2.768567 -0.14 0.30 0.07 0.259
H 4.232434 1.298516 -1.252986 -0.06 0.32 0.25 0.375
H 2.587440 2.020977 -1.300587 -0.02 0.02 0.08 0.305
H 2.820684 -0.382082 -3.066873 -0.20 0.09 -0.09 0.459
H 3.422403 -0.751943 -1.482350 0.12 0.01 -0.10 0.575
H 1.320830 -1.370927 -1.220786 -0.38 0.02 -0.05 0.594
H 1.235854 0.244062 -0.527941 -0.38 0.23 -0.32 0.637
H 0.126265 -0.693291 -3.083041 0.03 0.05 -0.12 0.404
H -0.191076 3.738359 -3.348291 0.21 0.10 0.58 0.341
H 0.917724 2.356850 -3.063287 0.01 0.09 0.34 -0.280
H -1.030885 2.896682 -5.309708 -0.41 -0.20 -0.07 0.564
H 1.662943 1.579913 -4.859781 0.41 -0.34 -0.47 0.069
H 0.817994 1.826636 -6.559494 0.48 -0.12 -0.09 0.328
H -2.899179 4.655103 -1.427292 0.07 0.12 0.01 0.500
H -1.763520 4.672402 -2.748112 0.06 -0.16 -0.20 0.551
H -4.727041 4.122605 -2.633780 0.01 -0.45 0.11 0.464
H -3.766095 5.479284 -5.001773 0.33 0.32 -0.02 0.342
H -4.917516 5.992637 -3.798518 -0.01 0.08 -0.05 0.332
H -3.218285 6.301737 -3.486438 0.16 -0.02 -0.11 0.379
H -1.682010 -1.550074 0.406462 0.12 0.17 0.08 0.324
H -0.566152 -1.813639 -0.945829 0.19 0.19 0.13 -0.157
H -3.567881 -1.938725 -1.075452 -0.11 -0.02 -0.08 0.191
H -1.972193 -4.125513 -1.491551 -0.04 -0.21 0.10 0.430
H -1.660063 -2.972872 -3.201122 0.02 -0.08 0.08 0.361
H -2.160014 -1.288733 -3.256766 0.25 0.09 0.36 0.176
H -3.714636 -2.412550 -4.479911 -0.19 0.04 -0.02 0.273
H -4.457547 -2.135125 -3.032022 -0.16 0.04 -0.24 0.263
H -4.388047 1.884714 1.619374 -0.63 -0.15 0.22 0.313
C -3.999117 -0.287714 3.656574 0.03 -0.06 0.08 -0.418
O -4.301002 -0.812769 4.956379 0.06 0.06 0.03 -0.348
C -3.923578 -0.040048 5.966183 -0.07 -0.07 0.05 0.896
O -3.383704 1.036880 5.874979 -0.17 -0.01 0.04 -0.601
O -4.228011 -0.658415 7.104573 -0.02 0.00 0.04 -0.359
C -3.868014 0.063728 8.284110 0.00 0.02 0.23 -0.638
H -4.355567 -1.002663 2.934292 -0.12 -0.19 0.13 0.446
H -4.515353 0.659409 3.508624 0.03 0.06 0.07 0.326
H -2.923011 -0.163412 3.537004 -0.04 0.08 -0.02 -0.003
H -4.392183 1.016610 8.326404 0.08 0.04 -0.07 0.295
H -2.791924 0.223106 8.324374 -0.01 0.08 -0.06 0.280
H -4.170429 -0.549329 9.127988 -0.05 -0.10 -0.10 0.229
C -0.452012 0.221514 4.951490 -0.19 0.01 0.15 -0.870
O -0.289970 -0.059147 3.551957 -0.03 -0.01 -0.01 -0.196
C 0.957854 -0.349829 3.188653 -0.06 0.02 0.01 0.460
O 1.912406 -0.401448 3.916243 0.01 0.00 -0.01 -0.604
O 0.965757 -0.581783 1.871849 0.01 0.04 -0.10 0.122
C 2.255337 -0.918127 1.350773 0.34 -0.28 -0.05 -0.181
H -1.507861 0.433318 5.103278 0.24 0.05 -0.14 0.276
H -0.163591 -0.639707 5.553421 0.14 0.02 -0.06 0.298
H 0.135201 1.092481 5.235711 0.08 -0.06 0.00 0.373
H 2.630457 -1.831078 1.810785 0.04 0.07 0.15 0.482
H 2.958097 -0.101396 1.506898 0.03 -0.02 0.12 0.376
H 2.127660 -1.083317 0.284863 0.15 -0.17 0.80 -0.211
C -0.264320 -3.586185 2.912769 -0.19 0.21 -0.08 -0.248
O 0.165605 -4.647412 3.768536 -0.02 0.00 0.05 -0.386
C 0.948867 -5.542927 3.172936 -0.04 0.04 0.09 0.741
O 1.305646 -5.517786 2.023719 0.04 0.00 -0.04 -0.557
O 1.274074 -6.473439 4.070590 0.00 -0.02 0.03 -0.357
C 2.120629 -7.505676 3.563778 0.11 -0.19 0.03 -0.630
H -0.888187 -2.925498 3.508982 0.04 -0.11 0.15 0.244
H 0.590025 -3.027002 2.539408 0.03 -0.09 -0.10 -0.047
H -0.855158 -3.972688 2.084035 0.10 -0.02 -0.08 0.389
H 3.067450 -7.092701 3.220435 -0.05 0.02 -0.10 0.292
H 1.629145 -8.043883 2.755346 0.03 0.08 -0.07 0.295
H 2.305765 -8.188559 4.388002 -0.09 0.09 0.08 0.219
C 9.133026 3.088105 -0.499299 0.06 0.20 0.11 -0.622
O 9.415292 1.976674 -1.352206 0.03 0.00 -0.01 -0.327
C 8.399168 1.129514 -1.501093 0.08 -0.01 -0.04 0.815
O 7.313815 1.231883 -0.991845 -0.08 0.01 0.02 -0.537
O 8.791045 0.147986 -2.312098 0.02 -0.01 -0.02 -0.315
C 7.790831 -0.841001 -2.561639 -0.07 -0.20 -0.10 -0.596
H 10.035584 3.691300 -0.466232 0.06 -0.10 -0.09 0.217
H 8.317079 3.684696 -0.902953 -0.07 -0.07 0.04 0.293
H 8.890753 2.749089 0.506120 -0.10 -0.02 -0.03 0.292
H 6.922649 -0.396298 -3.045328 -0.04 0.03 0.10 0.263
H 7.496429 -1.332148 -1.635904 -0.07 0.08 0.02 0.288
H 8.236774 -1.572719 -3.228953 0.12 0.08 0.00 0.228
```
Forces are in eV/Å.

***

DFT (ωB97M-V with the def2-TZVPD basis set) results for 2 unconnected molecules or ions with the total composition C11H20O4.

- lowest unoccupied orbital energy (Ha) = 0.0284
- energy (eV) = -19921.2028
- orbital gap (Eh) = 0.3882
- ΔE to the lowest compared entry with this formula, charge and spin (kcal per mole) = 0.0
- strongest force on any atom (eV/A) = 0.72

Geometry as XYZ:
```
35
Properties=species:S:1:pos:R:3:forces:R:3:nbo_charge:R:1
C 4.377396 1.520577 0.478877 0.10 0.01 0.02 -0.647
C 4.064951 0.066256 0.812591 0.01 0.07 0.19 -0.064
O 4.246752 -0.835861 -0.263674 0.03 0.06 -0.03 -0.533
C 3.381844 -0.692865 -1.374802 -0.12 -0.10 -0.07 -0.059
C 1.921708 -1.071495 -1.107778 -0.15 -0.18 -0.28 -0.470
C 1.038016 0.019630 -0.519364 0.18 0.01 0.37 0.095
C 0.169100 -0.333815 0.683456 -0.44 0.10 -0.56 -0.417
C -0.783710 0.865373 0.675277 0.32 0.02 0.49 -0.544
C -0.885572 1.188953 -0.800001 -0.29 0.11 -0.22 0.793
O -1.628165 1.951819 -1.349640 0.01 -0.27 0.11 -0.564
O 0.045277 0.463880 -1.482413 0.25 0.32 0.08 -0.506
H 5.426706 1.621721 0.182500 -0.16 -0.01 0.02 0.217
H 4.210706 2.142992 1.365184 0.03 -0.09 -0.12 0.217
H 3.758675 1.920199 -0.328296 0.01 -0.05 0.09 0.204
H 3.055586 -0.031974 1.241691 0.08 0.03 -0.12 0.150
H 4.761718 -0.272692 1.586556 -0.12 0.00 -0.12 0.192
H 3.428086 0.318808 -1.801851 0.02 -0.05 0.08 0.166
H 3.787586 -1.375490 -2.127592 -0.03 0.10 0.13 0.197
H 1.882403 -1.974818 -0.486041 0.08 0.16 -0.04 0.221
H 1.487056 -1.348591 -2.076974 -0.01 0.03 0.16 0.240
H 1.636483 0.906098 -0.268612 0.04 -0.08 -0.09 0.171
H 0.704254 -0.515182 1.614838 -0.02 0.02 -0.11 0.225
H -0.411740 -1.212276 0.373441 0.19 -0.12 0.40 0.209
H -0.334916 1.731427 1.179716 0.00 -0.06 -0.11 0.233
H -1.748913 0.701632 1.152274 -0.05 -0.01 -0.23 0.269
C -4.829037 0.657038 -0.124075 0.05 0.03 0.09 -0.726
C -4.454140 -0.468113 0.807828 -0.03 0.07 -0.09 0.603
O -3.860866 -0.264006 1.842541 0.06 -0.05 0.02 -0.559
C -4.844631 -1.862529 0.381972 0.05 -0.02 0.12 -0.722
H -4.492115 1.605425 0.286154 0.01 0.00 -0.02 0.241
H -4.367095 0.505221 -1.101185 -0.03 0.00 -0.02 0.241
H -5.911361 0.680397 -0.263270 0.00 -0.03 -0.05 0.229
H -4.386665 -2.099546 -0.579895 -0.05 0.02 -0.04 0.231
H -5.927153 -1.926752 0.261170 0.00 0.00 -0.06 0.231
H -4.518226 -2.581438 1.129397 0.00 0.00 0.00 0.234
```
Forces are in eV/Å.

***

DFT (ωB97M-V with the def2-TZVPD basis set) results for a molecular structure, C7H9AlCl2EuNO4.

- lowest unoccupied orbital energy (spin up / spin down) (Ha) = -0.6156 / -0.6156
- charge = +4
- energy (eV) = -68011.4026
- spin multiplicity = 7
- orbital gap (spin up / spin down) (Eh) = 0.1334 / 0.1341
- ΔE to the lowest compared entry with this formula, charge and spin (kcal per mole) = 0.0
- strongest force on any atom (eV/A) = 9.75

Geometry as XYZ:
```
25
Properties=species:S:1:pos:R:3:forces:R:3:mulliken_spin:R:1
Al -0.379295 -5.522800 -4.860430 2.73 1.64 1.63 0.000
Eu -0.755513 0.148180 -1.016294 -0.29 0.77 2.78 6.154
Cl 0.676110 -4.123020 -3.618049 -1.30 -1.91 -1.60 0.000
Cl -2.907358 -0.680594 0.055444 1.74 0.48 -0.93 -0.125
C -2.173369 2.365789 -1.013307 -1.75 4.80 2.15 -0.011
C 0.168432 -6.893584 -6.309345 1.76 -5.45 -5.82 0.000
C -2.281475 -5.582019 -5.316655 -9.26 -1.35 -2.74 0.000
O -2.599730 3.353021 -0.586177 1.76 -4.57 -2.19 0.003
O 0.384311 -7.669815 -7.161314 -1.36 5.14 5.65 0.000
O -3.386309 -5.753738 -5.675672 7.41 1.28 2.47 0.000
C 0.907016 2.706457 3.726016 0.29 0.36 0.50 0.000
N 0.451681 1.927062 2.556348 0.92 -0.48 -1.94 -0.004
C -0.964706 1.513365 2.434060 0.54 0.15 0.33 0.003
C 1.231990 1.648084 1.504481 -0.35 1.00 2.31 -0.005
C 2.664677 2.063127 1.403127 0.16 0.05 0.13 0.000
O 0.692470 1.016498 0.529459 -1.58 -1.39 -2.66 -0.012
H 0.045491 2.776434 4.398394 0.42 0.08 -0.06 0.000
H 1.233926 3.728944 3.448726 -0.34 -0.60 -0.02 0.000
H 1.747208 2.219016 4.259429 -0.59 0.06 -0.38 0.000
H -1.404843 2.013310 1.550866 -0.03 -0.03 0.60 -0.002
H -1.019809 0.421546 2.272984 -0.10 0.47 0.42 -0.001
H -1.440418 1.829992 3.369993 -0.26 -0.33 -0.56 0.000
H 3.291699 1.188755 1.177524 -0.23 0.18 0.05 0.000
H 2.764430 2.762959 0.558299 -0.04 -0.16 0.26 0.000
H 3.053385 2.543030 2.312093 -0.26 -0.19 -0.38 0.000
```
Forces are in eV/Å.

***

Question: Which value of energy does entry 1 give?
Answer: -36572.7111 eV

***

Question: What is the formula in the third record?
Answer: C11H20O4

***

Question: Which value of energy does entry 1 give?
Answer: -36572.7111 eV